DFT (ωB97M-V with the def2-TZVPD basis set) results for C44H32As2N2O10Tm as an isolated structure at a distorted geometry.

Geometry as XYZ:
```
91
Properties=species:S:1:pos:R:3:forces:R:3
Tm -0.235 0.739 -1.140 -1.4 1.2 0.6
O 1.344 -0.181 -2.265 0.9 -0.3 -0.4
C 0.426 -0.120 -3.128 0.7 -0.9 -2.4
O -0.729 -0.501 -2.832 -0.5 -0.7 -0.9
C 0.665 0.821 -4.261 -0.1 0.5 0.3
C 1.284 0.621 -5.460 0.0 0.0 -0.3
C 1.573 1.732 -6.263 -0.5 0.1 1.1
C 1.303 3.015 -5.821 0.1 0.0 -0.2
C 0.713 3.215 -4.583 0.0 -1.2 0.0
C 0.325 2.122 -3.766 0.3 0.5 -1.2
O -0.289 2.241 -2.633 -0.2 0.3 -0.6
N 0.542 4.560 -4.107 0.0 0.4 0.2
O 0.456 5.442 -4.929 -0.1 0.3 -0.3
O 0.523 4.725 -2.903 0.0 0.2 0.0
N 2.203 1.529 -7.541 0.1 0.0 -0.2
O 2.357 0.382 -7.901 0.1 -0.3 -0.2
O 2.532 2.512 -8.163 0.2 0.3 -0.3
H 1.552 -0.369 -5.799 0.0 0.0 0.0
H 1.574 3.869 -6.426 0.0 0.0 0.0
O 0.867 3.782 -0.516 0.7 -0.4 0.1
C 1.192 2.742 -0.788 0.0 1.4 0.6
O -0.982 1.863 0.526 0.1 0.8 0.6
As -2.171 0.821 1.023 -2.6 -0.6 2.3
C -3.661 1.908 1.678 0.3 -0.1 -0.3
C -4.981 1.473 1.615 0.3 -0.2 -0.2
C -5.980 2.259 2.165 0.0 -0.1 0.0
C -5.663 3.462 2.778 0.0 0.0 0.0
C -4.347 3.894 2.845 0.0 -0.1 0.0
C -3.342 3.113 2.300 0.4 -0.1 -0.3
C -1.772 -0.304 2.577 0.0 0.2 -0.4
C -2.447 -1.506 2.752 -0.1 0.2 -0.3
C -2.124 -2.320 3.826 -0.1 0.0 0.0
C -1.155 -1.922 4.735 0.0 0.1 0.0
C -0.533 -0.690 4.596 -0.1 0.0 0.0
C -0.844 0.125 3.518 -0.1 0.3 -0.3
C -2.769 -0.200 -0.532 0.2 0.3 0.3
C -2.610 -1.577 -0.692 -0.1 -0.2 0.2
C -3.090 -2.185 -1.842 0.0 0.1 0.2
C -3.693 -1.427 -2.834 0.0 0.1 0.0
C -3.818 -0.052 -2.695 0.0 0.0 0.1
C -3.361 0.568 -1.541 -0.3 0.3 0.2
H -5.222 0.531 1.130 -0.1 0.1 0.0
H -7.008 1.933 2.116 -0.1 0.0 0.0
H -6.448 4.063 3.210 -0.1 0.1 0.0
H -4.110 4.835 3.316 0.0 0.1 0.0
H -2.300 3.428 2.326 -0.2 0.1 0.0
H -3.235 -1.785 2.060 0.1 -0.2 0.1
H -2.627 -3.267 3.949 -0.1 -0.1 0.0
H -0.905 -2.566 5.565 0.0 0.0 0.1
H 0.189 -0.363 5.330 0.1 0.1 0.0
H -0.379 1.101 3.402 0.0 -0.2 0.1
H -2.129 -2.168 0.080 0.0 0.1 -0.1
H -2.996 -3.255 -1.960 0.0 -0.1 0.0
H -4.070 -1.913 -3.720 0.0 0.0 -0.1
H -4.284 0.533 -3.474 0.0 0.0 0.0
H -3.523 1.638 -1.378 0.1 -0.2 -0.2
O 0.099 -0.633 0.354 0.6 -0.7 0.8
As 1.584 -1.175 0.881 1.6 -1.4 1.5
C 2.210 -0.107 2.393 -0.1 -0.1 -0.3
C 3.010 -0.652 3.393 -0.1 -0.3 -0.3
C 3.511 0.166 4.393 0.0 -0.1 0.0
C 3.245 1.526 4.385 -0.1 -0.1 0.0
C 2.475 2.078 3.372 0.0 0.0 0.0
C 1.964 1.262 2.376 -0.3 0.0 -0.4
C 3.094 -1.061 -0.347 -0.3 0.0 0.3
C 3.553 0.198 -0.717 0.0 0.1 0.2
C 4.595 0.301 -1.621 0.0 0.1 0.1
C 5.199 -0.842 -2.122 0.0 0.0 0.0
C 4.770 -2.093 -1.712 0.0 -0.1 0.0
C 3.714 -2.207 -0.821 -0.3 -0.2 0.1
C 1.217 -3.048 1.327 0.1 0.6 -0.2
C 0.928 -3.872 0.239 0.1 0.3 -0.2
C 0.522 -5.179 0.451 0.0 0.0 0.0
C 0.383 -5.655 1.746 0.0 0.0 0.0
C 0.647 -4.830 2.828 0.0 0.0 0.0
C 1.061 -3.522 2.624 0.2 0.4 -0.1
H 3.245 -1.712 3.375 0.0 0.1 0.1
H 4.117 -0.258 5.178 0.1 -0.1 0.1
H 3.635 2.155 5.170 0.1 0.1 0.1
H 2.278 3.141 3.362 0.0 0.0 0.0
H 1.341 1.682 1.586 0.1 0.0 0.3
H 3.079 1.095 -0.316 0.2 -0.2 -0.1
H 4.939 1.272 -1.945 0.0 0.1 0.0
H 6.014 -0.759 -2.826 0.0 0.0 0.0
H 5.247 -2.984 -2.091 0.1 -0.1 0.0
H 3.376 -3.183 -0.493 0.1 0.0 -0.1
H 1.014 -3.474 -0.770 0.0 -0.2 0.1
H 0.310 -5.823 -0.391 0.0 0.0 0.0
H 0.055 -6.670 1.911 0.0 -0.1 0.0
H 0.531 -5.202 3.834 0.0 0.0 0.1
H 1.249 -2.865 3.465 0.0 -0.1 0.0
```
Forces are in eV/Å.

Computed properties:
- Total charge: +1
- HOMO (alpha / beta): -10.9497 / -10.9503 eV
- Spin multiplicity: 3
- E: -8114.2732 Eh
- Max |F|: 3.49 eV/Å
- E_LUMO (alpha / beta): -2.6 / -2.6 eV

=====

DFT (ωB97M-V with the def2-TZVPD basis set) results for C44H32CrF5O3S4 as an isolated structure at a distorted geometry.

Geometry as XYZ:
```
89
Properties=species:S:1:pos:R:3:forces:R:3
Cr -2.227 -1.205 -1.328 -1.4 0.4 -0.5
C -0.725 -1.531 7.418 0.0 0.0 0.0
C -0.768 -1.352 5.924 0.0 0.0 0.0
C -1.879 -0.775 5.305 0.0 0.0 0.0
C -1.933 -0.614 3.932 0.0 0.0 0.0
C -0.860 -1.041 3.161 0.0 -0.1 0.0
C 0.245 -1.636 3.753 0.0 0.0 0.0
C 0.289 -1.780 5.131 0.0 0.0 0.0
S -0.747 -0.839 1.397 0.1 0.1 0.2
O -2.075 -1.276 0.795 0.3 -0.1 -0.3
C -0.796 0.958 1.359 -0.1 0.0 0.0
C -2.048 1.608 1.395 0.0 -0.1 0.1
C -2.089 2.967 1.374 0.0 0.0 0.0
C -0.899 3.734 1.298 0.0 0.0 0.0
C -0.930 5.150 1.239 0.0 -0.1 0.0
C 0.223 5.869 1.127 0.1 0.0 0.0
C 1.472 5.209 1.069 -0.1 0.0 0.0
C 1.535 3.847 1.121 0.0 -0.1 0.0
C 0.351 3.075 1.238 0.1 0.0 0.0
C 0.380 1.651 1.259 0.1 0.0 -0.1
C 1.663 0.901 1.108 -0.1 0.0 0.1
C 2.505 0.673 2.236 0.0 0.1 0.0
C 2.214 1.230 3.509 0.0 0.0 -0.1
C 3.026 0.977 4.575 0.1 0.0 0.0
C 4.165 0.151 4.428 -0.1 0.1 0.1
C 4.463 -0.402 3.217 0.0 0.0 0.0
C 3.641 -0.156 2.089 0.0 0.0 0.0
C 3.924 -0.731 0.824 0.0 0.0 0.0
C 3.119 -0.497 -0.248 0.0 0.1 0.0
C 1.981 0.330 -0.098 0.1 -0.2 -0.1
S 0.773 0.515 -1.417 -0.1 0.2 0.0
O -0.092 -0.726 -1.304 0.0 0.0 0.2
C 1.816 0.251 -2.825 0.0 0.0 -0.1
C 2.426 1.355 -3.401 0.0 0.0 0.0
C 3.222 1.175 -4.521 0.0 0.0 0.0
C 3.400 -0.090 -5.077 0.0 0.0 0.0
C 4.221 -0.282 -6.323 0.0 0.0 0.0
C 2.773 -1.179 -4.476 0.0 -0.1 0.0
C 1.978 -1.020 -3.352 0.1 0.0 -0.1
H -1.454 -0.893 7.914 0.0 0.0 0.0
H 0.264 -1.298 7.813 0.0 0.0 0.0
H -0.950 -2.565 7.687 0.0 0.0 0.0
H -2.715 -0.444 5.910 0.0 0.0 0.0
H -2.806 -0.172 3.471 0.0 0.0 0.0
H 1.073 -1.972 3.138 0.0 0.0 0.0
H 1.159 -2.234 5.593 0.0 0.0 0.0
H -2.954 1.018 1.394 0.0 0.0 0.0
H -3.043 3.480 1.384 0.0 0.0 0.0
H -1.891 5.650 1.276 0.0 0.0 0.0
H 0.186 6.950 1.076 0.0 0.0 0.0
H 2.381 5.790 0.981 0.0 0.0 0.0
H 2.492 3.341 1.078 0.0 0.0 0.0
H 1.333 1.850 3.624 0.0 0.0 0.0
H 2.798 1.408 5.542 0.0 0.0 0.0
H 4.800 -0.044 5.282 0.0 0.0 0.0
H 5.331 -1.040 3.103 0.0 0.0 0.0
H 4.791 -1.373 0.723 0.0 0.0 0.0
H 3.340 -0.941 -1.209 0.0 0.0 0.0
H 2.274 2.345 -2.983 0.0 0.0 0.0
H 3.699 2.032 -4.981 0.0 0.0 0.0
H 4.755 0.628 -6.593 0.0 0.0 0.0
H 3.579 -0.559 -7.161 0.0 0.0 0.0
H 4.950 -1.083 -6.193 0.0 0.0 0.0
H 2.901 -2.169 -4.900 0.0 0.0 0.0
H 1.484 -1.864 -2.891 -0.1 0.0 0.0
C -6.873 -1.203 -1.358 0.1 0.0 0.0
C -5.400 -0.868 -1.385 -0.1 1.3 -0.1
S -4.300 -2.171 -1.315 1.0 0.0 0.2
C -4.960 0.432 -1.487 -0.9 -1.0 0.0
C -5.921 1.594 -1.562 0.1 0.0 0.1
S -3.295 0.817 -1.533 0.8 -0.4 0.2
H -7.014 -2.273 -1.216 0.0 0.0 0.0
H -7.360 -0.919 -2.294 0.0 0.0 0.0
H -7.387 -0.680 -0.548 0.0 0.0 0.0
H -6.894 1.299 -1.953 0.0 0.0 0.0
H -5.514 2.379 -2.199 0.0 0.0 0.0
H -6.078 2.026 -0.570 0.0 0.0 0.0
F 1.170 -5.499 -4.976 0.0 0.0 0.0
C 0.406 -4.477 -4.558 0.0 0.0 0.0
C 0.074 -3.446 -5.423 0.1 0.0 -0.1
F 0.553 -3.469 -6.675 0.0 0.0 0.1
C -0.708 -2.387 -5.007 0.0 0.1 -0.1
F -0.954 -1.392 -5.869 0.0 -0.1 0.0
C -1.202 -2.301 -3.697 0.0 0.1 0.1
O -1.893 -1.289 -3.258 0.2 -0.3 0.3
C -0.846 -3.367 -2.869 0.0 -0.1 0.0
F -1.283 -3.296 -1.577 0.0 0.0 0.1
C -0.068 -4.435 -3.260 0.0 0.0 0.1
F 0.235 -5.412 -2.399 0.0 0.0 0.0
```
Forces are in eV/Å.

Computed properties:
- HOMO (alpha / beta): -6.2431 / -6.2522 eV
- Spin multiplicity: 2
- E: -5058.1388 Eh
- Max |F|: 1.52 eV/Å
- E_LUMO (alpha / beta): -0.6 / -0.6 eV

=====

DFT (ωB97M-V with the def2-TZVPD basis set) results for C44H32F6N13NaO6S4 as an isolated structure at a distorted geometry.

Geometry as XYZ:
```
106
Properties=species:S:1:pos:R:3:forces:R:3
Na 0.435 0.244 -0.096 -0.5 -1.0 -0.3
C -2.836 -0.256 3.578 0.0 0.0 0.0
C -1.812 -0.445 2.659 0.0 -0.1 -0.1
N -1.727 0.275 1.551 0.1 0.0 0.0
C -2.669 1.191 1.354 -0.1 0.0 0.0
C -3.699 1.362 2.276 0.0 0.0 0.0
N -3.789 0.648 3.391 0.0 0.0 0.0
C -2.588 2.006 0.111 0.1 0.0 0.0
C -3.293 3.201 0.002 0.0 0.0 0.1
C -3.207 3.950 -1.158 0.0 0.1 0.0
C -2.400 3.455 -2.172 0.0 -0.1 0.0
C -1.712 2.264 -1.979 0.0 0.1 0.2
N -1.803 1.546 -0.860 0.0 0.1 -0.2
C -0.812 1.772 -3.056 0.0 -0.1 0.1
C 0.085 2.642 -3.672 0.0 0.0 0.0
N 0.878 2.253 -4.660 0.0 0.0 0.0
C 0.808 0.967 -4.984 0.0 -0.1 0.0
C -0.056 0.089 -4.345 0.0 0.0 0.1
N -0.891 0.492 -3.397 0.0 0.0 0.0
C -3.941 5.233 -1.308 0.0 0.0 0.0
C -5.014 5.569 -0.487 -0.1 0.0 0.0
C -5.669 6.775 -0.672 0.0 0.0 0.0
N -5.343 7.667 -1.605 0.0 0.0 0.0
C -4.314 7.347 -2.386 0.0 0.0 0.0
C -3.595 6.168 -2.281 0.0 0.0 0.0
H -2.886 -0.859 4.476 0.0 0.0 0.0
H -1.060 -1.203 2.813 0.1 -0.1 0.0
H -4.490 2.082 2.107 0.0 0.0 0.0
H -3.851 3.566 0.850 0.0 0.0 0.0
H -2.301 3.963 -3.122 0.0 0.0 0.0
H 0.169 3.670 -3.336 0.0 0.0 0.0
H 1.466 0.620 -5.771 0.0 0.0 0.0
H -0.066 -0.966 -4.597 -0.1 0.3 0.2
H -5.363 4.899 0.286 0.0 0.0 0.0
H -6.507 7.035 -0.034 0.0 0.0 0.0
H -4.040 8.077 -3.141 0.0 0.0 0.0
H -2.759 6.003 -2.945 0.0 0.0 0.0
C -3.998 -5.786 1.048 -0.1 0.1 0.0
S -2.967 -5.142 2.375 0.1 -0.1 0.0
C -1.864 -4.005 1.488 0.0 0.1 -0.1
S -2.383 -3.216 0.084 0.0 0.0 0.0
N -0.765 -3.909 2.187 0.0 0.0 0.1
N 0.180 -3.027 1.703 -0.1 0.0 0.0
C 1.024 -2.701 2.601 0.1 0.0 0.0
C 2.170 -1.805 2.380 0.1 0.0 0.0
C 3.059 -1.633 3.442 0.0 0.0 0.0
C 4.161 -0.812 3.282 0.0 0.0 0.0
C 4.361 -0.208 2.056 0.0 0.0 0.0
C 3.428 -0.436 1.055 0.0 0.0 -0.1
N 2.345 -1.191 1.203 0.0 -0.1 0.1
H -4.838 -6.305 1.512 0.0 0.0 0.0
H -4.359 -4.957 0.444 0.0 0.0 0.0
H -3.442 -6.482 0.421 0.0 0.0 0.0
H 0.923 -3.107 3.612 0.0 0.0 0.0
H 2.864 -2.129 4.384 0.0 0.0 0.0
H 4.844 -0.640 4.105 0.0 0.0 0.0
H 5.196 0.456 1.876 0.0 0.0 0.0
H 3.543 0.035 0.086 0.0 0.0 0.0
C -1.512 -3.075 -6.300 0.0 0.0 0.0
O -0.581 -4.135 -6.359 0.1 0.0 0.0
C 0.728 -3.820 -6.108 -0.1 -0.1 0.0
C 1.210 -2.521 -5.997 0.1 0.0 -0.1
C 2.549 -2.302 -5.702 -0.2 -0.1 -0.4
C 3.421 -3.366 -5.520 -0.1 -0.1 -0.9
C 2.939 -4.661 -5.697 0.0 0.1 -0.2
C 1.605 -4.891 -5.971 0.0 0.0 0.0
N 4.823 -3.181 -5.332 -0.1 -0.5 -0.2
N 5.236 -2.313 -4.538 0.1 0.4 0.2
C 4.364 -1.613 -3.698 0.3 0.2 0.5
C 4.697 -0.283 -3.470 0.0 0.0 0.0
C 3.868 0.602 -2.800 0.0 0.0 0.0
C 2.631 0.179 -2.254 -0.1 0.0 0.0
O 1.830 0.938 -1.651 0.2 0.3 -0.2
C 2.338 -1.264 -2.367 0.0 -0.1 -0.1
N 1.218 -1.682 -1.738 -0.1 0.1 0.1
C 0.945 -2.964 -1.699 -0.1 0.1 0.0
C 1.801 -3.929 -2.262 0.1 0.0 0.0
C 2.922 -3.520 -2.929 0.0 -0.1 0.4
C 3.206 -2.142 -3.045 0.1 0.1 0.5
H -2.494 -3.523 -6.435 0.0 0.0 0.0
H -1.341 -2.342 -7.095 0.0 0.0 0.0
H -1.477 -2.567 -5.332 0.0 0.0 0.0
H 0.554 -1.671 -6.124 0.1 -0.2 -0.2
H 2.917 -1.290 -5.590 -0.1 0.0 -0.1
H 3.630 -5.489 -5.591 0.0 0.0 0.0
H 1.217 -5.897 -6.072 0.0 0.0 0.0
H 5.632 0.065 -3.898 0.0 0.0 0.0
H 4.141 1.642 -2.678 0.0 0.0 0.0
H 0.035 -3.247 -1.179 0.0 0.0 0.0
H 1.570 -4.981 -2.150 0.0 0.0 0.0
H 3.610 -4.246 -3.346 -0.1 0.1 0.3
F 3.188 4.545 1.073 0.0 0.0 0.0
C 2.602 3.510 0.456 0.0 0.0 0.0
F 3.445 2.487 0.478 0.0 0.0 0.0
F 2.385 3.867 -0.808 0.0 0.0 0.0
S 0.971 3.088 1.294 0.0 0.2 0.1
O 0.962 1.655 1.478 0.3 0.5 0.1
O -0.013 3.663 0.424 0.0 0.1 0.0
N 1.002 3.896 2.645 0.0 0.0 0.0
S 1.776 3.351 3.911 0.0 0.0 0.0
O 1.776 4.371 4.918 0.0 0.0 0.0
O 2.996 2.654 3.617 0.0 0.0 0.0
C 0.643 2.032 4.616 0.0 0.0 0.0
F 1.045 0.809 4.283 0.0 0.0 0.0
F 0.645 2.110 5.956 0.0 0.0 0.0
F -0.617 2.192 4.203 0.0 0.0 0.0
```
Forces are in eV/Å.

Computed properties:
- Total charge: -2
- HOMO: -2.4902 eV
- Spin multiplicity: 1
- ΔE to the lowest compared entry with this formula, charge and spin: 1.2 kcal per mole
- E: -5213.5619 Eh
- Max |F|: 1.09 eV/Å
- E_LUMO: 3.1 eV

=====

DFT (ωB97M-V with the def2-TZVPD basis set) results for C44H33AsO5PPdS as an isolated structure.

Geometry as XYZ:
```
86
Properties=species:S:1:pos:R:3:forces:R:3
Pd 0.382 -0.528 0.328 0.0 -0.1 0.4
S 2.618 0.028 0.792 0.3 0.1 0.0
C 3.673 -1.292 0.345 0.0 0.0 0.0
C 5.044 -1.093 0.139 0.0 0.0 0.0
C 5.855 -2.152 -0.231 0.0 0.0 0.0
C 5.337 -3.431 -0.417 0.0 0.0 0.0
C 3.981 -3.646 -0.208 0.1 0.0 0.1
C 3.178 -2.586 0.179 -0.1 0.0 -0.2
As 1.331 -2.669 0.681 -0.3 0.2 0.3
C 1.556 -2.881 2.605 0.1 0.0 -0.1
C 2.544 -3.715 3.121 0.0 -0.1 0.0
C 2.737 -3.804 4.491 0.0 0.0 0.0
C 1.948 -3.051 5.352 0.0 0.0 0.0
C 0.979 -2.204 4.839 0.0 0.0 0.0
C 0.789 -2.113 3.466 0.0 0.1 0.0
C 0.811 -4.451 0.106 0.0 0.0 -0.1
C 0.564 -4.652 -1.248 0.1 0.0 0.0
C 0.183 -5.900 -1.714 0.0 0.0 0.0
C 0.053 -6.961 -0.829 0.0 0.0 0.0
C 0.309 -6.769 0.520 0.0 0.0 0.1
C 0.684 -5.517 0.990 0.0 0.0 0.0
H 5.457 -0.100 0.254 0.0 0.0 0.0
H 6.911 -1.972 -0.397 0.0 0.0 0.0
H 5.981 -4.248 -0.715 0.0 0.0 0.0
H 3.556 -4.636 -0.338 0.0 0.0 0.0
H 3.181 -4.286 2.454 0.0 0.0 0.0
H 3.514 -4.448 4.884 0.0 0.0 0.0
H 2.102 -3.114 6.422 0.0 0.0 0.0
H 0.377 -1.596 5.502 0.0 0.0 0.0
H 0.065 -1.416 3.065 0.0 0.0 0.0
H 0.650 -3.831 -1.946 0.0 0.0 0.0
H -0.022 -6.038 -2.768 0.0 0.0 0.0
H -0.248 -7.937 -1.190 0.0 0.0 0.0
H 0.205 -7.592 1.217 0.0 0.0 0.0
H 0.857 -5.372 2.048 0.0 0.0 0.0
O -2.751 2.429 -1.986 0.0 0.0 -0.1
C -2.670 1.342 -1.432 0.0 -0.1 0.1
O -1.690 0.518 -1.425 0.0 0.0 -0.1
C -3.845 0.763 -0.675 0.1 0.0 -0.1
C -5.112 1.324 -0.726 0.0 0.0 0.0
C -6.178 0.659 -0.145 0.0 0.0 0.0
C -5.968 -0.567 0.476 0.0 0.0 0.0
C -4.693 -1.111 0.547 0.0 0.0 0.1
C -3.613 -0.439 -0.026 0.1 0.1 0.4
P -1.879 -1.102 -0.072 -0.1 0.0 -0.8
C -2.174 -2.356 1.291 0.0 0.0 0.1
C -2.460 -1.793 2.541 0.1 0.0 0.0
C -2.659 -2.577 3.662 0.0 0.0 0.0
C -2.572 -3.963 3.564 0.0 0.0 0.0
C -2.277 -4.537 2.341 0.0 0.0 0.0
C -2.076 -3.741 1.216 -0.1 0.0 -0.1
C -1.933 -2.133 -1.593 0.0 -0.1 0.1
C -0.967 -1.931 -2.577 0.0 0.1 -0.1
C -0.982 -2.679 -3.744 0.0 0.0 0.0
C -1.957 -3.648 -3.942 0.0 0.0 0.0
C -2.935 -3.841 -2.977 0.0 0.0 0.0
C -2.927 -3.079 -1.817 0.0 0.0 0.1
H -5.229 2.267 -1.244 0.0 0.0 0.0
H -7.175 1.082 -0.185 0.0 0.0 0.0
H -6.800 -1.104 0.915 0.0 0.0 0.0
H -4.554 -2.055 1.055 0.0 0.0 0.0
H -2.530 -0.713 2.634 0.0 0.0 0.0
H -2.872 -2.110 4.616 0.0 0.0 0.0
H -2.732 -4.584 4.437 0.0 0.0 0.0
H -2.202 -5.614 2.248 0.0 0.0 0.0
H -1.854 -4.220 0.271 0.0 0.0 0.0
H -0.225 -1.152 -2.437 0.0 0.0 0.0
H -0.229 -2.499 -4.502 0.0 0.0 0.0
H -1.965 -4.235 -4.852 0.0 0.0 0.0
H -3.711 -4.582 -3.127 0.0 0.0 0.0
H -3.710 -3.225 -1.083 0.0 0.0 0.0
O 0.031 4.303 -1.358 0.1 0.0 0.0
C 0.580 4.614 -0.161 0.0 0.0 0.0
C 0.987 5.912 0.137 0.0 0.0 0.0
C 1.535 6.212 1.375 0.0 0.0 0.0
C 1.664 5.223 2.336 0.0 0.0 0.0
C 1.239 3.935 2.039 0.0 0.0 0.0
C 0.708 3.606 0.800 -0.1 0.1 0.1
C 0.367 2.165 0.522 -0.1 0.0 -0.3
O -0.163 1.478 1.446 0.1 -0.1 0.1
O 0.703 1.690 -0.574 0.0 0.0 0.0
H -0.038 5.101 -1.892 0.0 0.0 0.0
H 0.874 6.688 -0.614 0.0 0.0 0.0
H 1.858 7.225 1.584 0.0 0.0 0.0
H 2.088 5.448 3.306 0.0 0.0 0.0
H 1.316 3.142 2.771 0.0 0.0 0.0
```
Forces are in eV/Å.

Computed properties:
- Total charge: -1
- HOMO: -4.8088 eV
- Spin multiplicity: 1
- ΔE to the lowest compared entry with this formula, charge and spin: 6.3 kcal per mole
- E: -5176.0510 Eh
- Max |F|: 0.82 eV/Å
- E_LUMO: 2.1 eV